Entry 1:
A molecular structure, C35H54Cl2HfN4O2P2SSi. Source: the OMol25 dataset; level of theory: ωB97M-V with the def2-TZVPD basis set.

Each line ends with the Mulliken charge.
Element x y z (Å)
Hf (0.872, 0.566, -0.526)  -0.821
C (1.144, -3.395, -0.038)  -1.450
C (1.280, -2.464, 1.132)  -0.136
C (1.539, -2.922, 2.407)  -1.092
C (1.767, -1.998, 3.432)  -0.968
C (1.774, -0.657, 3.152)  -0.606
C (1.507, -0.230, 1.837)  0.143
N (1.195, -1.143, 0.860)  1.879
N (1.587, 1.018, 1.363)  1.336
Si (2.260, 2.443, 2.116)  0.069
C (2.339, 3.567, 0.566)  -0.754
C (1.155, 3.174, 3.481)  -1.024
C (4.060, 2.092, 2.654)  -0.991
H (0.402, -4.169, 0.148)  0.455
H (2.092, -3.906, -0.206)  0.416
H (0.893, -2.841, -0.945)  0.018
H (1.578, -3.978, 2.616)  0.568
H (1.967, -2.348, 4.431)  0.575
H (1.981, 0.079, 3.910)  0.599
H (1.423, 4.135, 0.425)  0.184
H (2.529, 2.975, -0.338)  0.000
H (3.139, 4.292, 0.659)  0.639
H (0.125, 3.281, 3.150)  0.171
H (1.513, 4.160, 3.760)  0.409
H (1.151, 2.567, 4.381)  0.338
H (4.683, 1.804, 1.810)  0.236
H (4.129, 1.301, 3.394)  0.377
H (4.501, 2.980, 3.091)  0.482
C (2.796, 1.524, -4.016)  -1.320
P (1.687, 0.310, -3.183)  1.543
C (0.498, 0.082, -4.565)  -1.669
C (2.717, -1.204, -3.181)  0.623
C (2.682, -2.140, -4.211)  -0.978
C (3.505, -3.254, -4.179)  -0.870
C (4.377, -3.442, -3.122)  -0.909
C (4.403, -2.533, -2.078)  -0.801
C (3.577, -1.414, -2.088)  0.015
P (3.591, -0.202, -0.705)  1.552
C (5.036, 0.862, -1.169)  -1.562
C (4.343, -1.192, 0.658)  -1.837
H (3.260, 1.044, -4.877)  0.452
H (3.567, 1.909, -3.355)  0.268
H (2.187, 2.362, -4.355)  0.457
H (1.025, 0.043, -5.517)  0.564
H (-0.163, 0.950, -4.569)  0.438
H (-0.108, -0.810, -4.424)  0.451
H (2.021, -2.003, -5.053)  0.423
H (3.470, -3.973, -4.982)  0.452
H (5.042, -4.292, -3.107)  0.463
H (5.080, -2.699, -1.256)  0.440
H (5.966, 0.395, -0.848)  0.517
H (4.952, 1.840, -0.695)  0.353
H (5.067, 0.995, -2.247)  0.548
H (5.405, -1.349, 0.486)  0.716
H (3.850, -2.157, 0.746)  0.302
H (4.217, -0.660, 1.598)  0.294
Cl (-3.766, 6.108, 1.155)  -0.179
C (-2.874, 4.663, 0.910)  -0.043
C (-3.027, 3.588, 1.808)  -0.552
C (-2.347, 2.417, 1.599)  0.934
Cl (-2.502, 1.095, 2.682)  -0.160
C (-1.457, 2.239, 0.503)  -0.176
O (-0.897, 1.094, 0.304)  -0.217
C (-1.275, 3.364, -0.367)  1.191
C (-0.325, 3.299, -1.410)  -0.725
O (0.505, 2.369, -1.588)  -0.350
C (-2.011, 4.555, -0.150)  -1.306
H (-3.682, 3.685, 2.661)  0.548
H (-0.294, 4.151, -2.107)  0.348
H (-1.855, 5.393, -0.809)  0.515
C (-1.773, -2.501, 4.565)  -1.466
C (-1.914, -2.978, 3.126)  0.597
C (-3.197, -2.468, 2.471)  -0.094
C (-3.221, -2.763, 0.970)  -0.829
N (-2.210, -2.014, 0.239)  0.276
C (-2.327, -1.115, -0.726)  0.291
S (-0.956, -0.910, -1.765)  -0.591
N (-3.404, -0.402, -1.018)  0.348
C (-4.558, -0.047, -0.207)  -0.465
C (-5.887, -0.570, -0.755)  -0.750
C (-6.289, 0.001, -2.118)  -0.591
C (-6.325, 1.525, -2.176)  -1.088
H (-0.876, -2.921, 5.012)  0.426
H (-2.626, -2.809, 5.162)  0.418
H (-1.704, -1.417, 4.600)  0.228
H (-1.912, -4.069, 3.105)  0.353
H (-1.050, -2.629, 2.555)  -0.397
H (-3.288, -1.394, 2.639)  -0.256
H (-4.060, -2.951, 2.932)  0.558
H (-4.198, -2.556, 0.539)  0.080
H (-2.999, -3.825, 0.821)  0.474
H (-1.272, -2.378, 0.348)  -0.386
H (-3.329, 0.117, -1.883)  0.448
H (-4.600, 1.046, -0.177)  0.278
H (-4.397, -0.400, 0.810)  0.068
H (-6.651, -0.304, -0.024)  0.424
H (-5.860, -1.658, -0.831)  0.216
H (-7.290, -0.371, -2.340)  0.403
H (-5.626, -0.379, -2.896)  0.310
H (-6.860, 1.937, -1.325)  0.300
H (-6.843, 1.846, -3.076)  0.394
H (-5.327, 1.959, -2.201)  0.213

Computed properties:
energy	-110864.2612	eV
ΔE to the lowest compared entry with this formula, charge and spin	17.7	kcal/mol
highest occupied orbital energy	-13.2043	eV
total charge	+2

---

Entry 2:
A molecular structure, C4H4O2P2. Source: the OMol25 dataset; level of theory: ωB97M-V with the def2-TZVPD basis set.

Each line ends with the Mulliken charge.
Element x y z (Å)
C (-2.261, 0.252, -0.947)  -0.725
C (-0.051, 0.106, 0.820)  -0.303
C (-1.981, 0.383, 0.397)  -0.140
C (1.317, 0.365, 0.695)  0.248
O (3.141, 0.450, -0.643)  -0.261
O (2.323, -2.071, -0.381)  -0.492
P (2.325, 1.621, 0.003)  0.201
P (2.714, -0.949, 0.451)  0.214
H (-1.664, -0.129, -1.742)  0.312
H (-3.212, 0.273, -1.350)  0.302
H (-0.291, -0.882, 1.365)  0.214
H (-2.361, 0.580, 1.331)  0.430

Computed properties:
energy	-26879.9173	eV
ΔE to the lowest compared entry with this formula, charge and spin	72.0	kcal/mol
highest occupied orbital energy (spin up / spin down)	-8.1668 / -8.1631	eV

---

Entry 3:
A molecular structure, C20H16BrN3O4Ti. Source: the OMol25 dataset; level of theory: ωB97M-V with the def2-TZVPD basis set.

Each line ends with the Mulliken charge.
Element x y z (Å)
Ti (-0.008, 0.095, 0.287)  -0.974
O (-3.492, 0.095, 2.332)  -0.409
C (-2.238, 0.095, 1.857)  0.710
O (-1.951, 0.095, 0.665)  -0.258
C (-1.181, 0.095, 2.874)  0.225
C (-1.253, 0.095, 4.246)  -0.628
C (-0.033, 0.095, 4.942)  -0.872
C (1.195, 0.095, 4.249)  -0.779
C (1.147, 0.095, 2.870)  1.367
N (-0.019, 0.095, 2.237)  0.024
C (2.235, 0.095, 1.849)  0.234
O (3.502, 0.095, 2.313)  -0.426
O (1.944, 0.095, 0.654)  -0.159
H (-4.040, 0.095, 1.518)  0.425
H (-2.207, 0.095, 4.760)  0.618
H (-0.039, 0.095, 6.031)  0.462
H (2.124, 0.095, 4.804)  0.349
H (3.612, 0.095, 3.278)  0.338
Br (-0.008, 2.545, 0.269)  0.015
C (-0.008, 2.710, -1.703)  0.524
C (-0.008, 3.961, -2.344)  -0.572
C (-0.008, 4.033, -3.737)  -0.733
C (-0.008, 2.866, -4.512)  -0.690
C (-0.008, 1.608, -3.883)  0.504
C (-0.008, 0.355, -4.677)  -0.818
C (-0.008, -0.841, -4.053)  -1.039
C (-0.008, -0.945, -2.581)  -0.218
C (-0.008, 0.113, -1.831)  1.113
C (-0.008, 1.516, -2.479)  0.076
H (-0.008, 4.868, -1.750)  0.424
H (-0.008, 5.002, -4.225)  0.403
H (-0.008, 2.936, -5.590)  0.450
H (-0.008, 0.392, -5.761)  0.434
H (-0.008, -1.755, -4.643)  0.418
H (-0.008, -1.899, -2.084)  0.587
N (-0.882, -2.776, -0.305)  -0.430
C (-0.591, -4.095, -0.107)  -0.254
C (0.547, -4.121, 0.663)  -0.964
C (0.862, -2.767, 0.876)  -0.171
N (-0.008, -1.944, 0.287)  0.666
H (-1.653, -2.373, -0.827)  0.225
H (-1.207, -4.878, -0.524)  0.482
H (1.076, -4.993, 1.021)  0.437
H (1.688, -2.346, 1.435)  0.507
H (1.008, 1.112, 1.303)  0.375

Computed properties:
energy	-126798.9940	eV
highest occupied orbital energy (spin up / spin down)	-13.5784 / -13.5698	eV
total charge	+2